{"formula": "H6N4O", "method": "ωB97M-V/def2-TZVPD", "elements": ["N", "N", "N", "N", "O", "H", "H", "H", "H", "H", "H"], "xyz": [[-1.34398, -0.06645, -0.48255], [0.33494, 0.24876, 1.47523], [0.92916, -0.36817, 0.52107], [1.99397, 0.32209, -0.00501], [-2.33002, -0.23949, -1.48398], [-3.01373, -0.77677, -1.06122], [-0.10099, -0.58369, -0.42164], [-0.44062, -0.33504, 1.78188], [-1.01171, 0.87938, -0.66188], [2.18556, 1.19204, 0.48698], [2.79741, -0.27267, -0.14888]], "e_above_lowest_kcal_mol": 46.77, "spin_multiplicity": 1, "homo_lumo_gap_ev": [8.62, 8.62], "largest_force_ev_per_a": 3.96, "homo_ev": [-8.4200, -8.4208]}

=====

{"formula": "H6NO", "method": "ωB97M-V/def2-TZVPD", "elements": ["O", "H", "H", "N", "H", "H", "H", "H"], "xyz": [[0.13916, -1.02686, -1.09803], [0.08393, -0.67902, -2.01684], [0.24087, -1.99953, -1.20674], [-0.09270, 0.74092, 0.86432], [0.38357, 0.08149, 1.50913], [-0.49084, 0.21505, 0.06283], [0.59186, 1.43847, 0.51468], [-0.85584, 1.22949, 1.37064]], "e_above_lowest_kcal_mol": 2.96, "spin_multiplicity": 1, "charge": 1, "homo_lumo_gap_ev": 12.78, "largest_force_ev_per_a": 1.24, "homo_ev": -16.8807}

=====

{"formula": "H6NP2S", "method": "ωB97M-V/def2-TZVPD", "elements": ["N", "P", "P", "S", "H", "H", "H", "H", "H", "H"], "xyz": [[1.48763, -0.93865, 0.19920], [0.77219, 0.61201, 0.04994], [-1.41322, 0.30211, 0.03597], [-1.73165, -0.80938, -1.54631], [1.47684, -1.40606, -0.70131], [0.97344, -1.49895, 0.86846], [1.25033, 1.45203, 1.08502], [1.09620, 1.08423, -1.24026], [-2.10465, 1.54280, 0.00013], [-1.80710, -0.34014, 1.24915]], "e_above_lowest_kcal_mol": 8.11, "spin_multiplicity": 1, "charge": 1, "homo_lumo_gap_ev": 8.81, "largest_force_ev_per_a": 2.62, "smiles": "[NH2+]=[PH2][PH2]=S", "homo_ev": -13.5367}

=====

{"formula": "H6NP3", "method": "ωB97M-V/def2-TZVPD", "elements": ["N", "P", "P", "P", "H", "H", "H", "H", "H", "H"], "xyz": [[-1.58990, 0.46233, -0.57341], [0.18004, -1.57667, 1.19687], [0.61032, 1.98204, 0.76675], [-0.13841, 0.14838, -0.11730], [-2.13600, -0.32961, -0.88039], [-0.04072, -2.44907, 0.12824], [1.55425, -1.55478, 1.00660], [-0.62089, 2.14797, 1.40487], [0.16291, 2.66196, -0.36444], [1.22719, -0.25964, -1.70751]], "e_above_lowest_kcal_mol": 57.46, "spin_multiplicity": 1, "homo_lumo_gap_ev": 8.25, "largest_force_ev_per_a": 2.91, "homo_ev": -8.6000}

=====

{"formula": "H6O15S3Zn", "method": "ωB97M-V/def2-TZVPD", "elements": ["Zn", "S", "O", "O", "O", "O", "S", "O", "O", "O", "O", "S", "O", "O", "O", "O", "O", "H", "H", "O", "H", "H", "O", "H", "H"], "xyz": [[-6.28204, -15.72275, 16.10657], [-3.40842, -16.09798, 14.77217], [-4.83937, -15.65638, 14.89091], [-3.17062, -17.00631, 15.93105], [-3.21119, -16.75047, 13.49196], [-2.48804, -14.94977, 14.94161], [-7.65884, -13.10723, 14.48364], [-6.53982, -12.85253, 13.56696], [-7.36899, -14.38000, 15.24795], [-7.73330, -12.00858, 15.44475], [-8.92755, -13.27845, 13.77099], [-8.03034, -18.11796, 14.24122], [-7.99617, -17.53996, 12.88569], [-9.42582, -18.15970, 14.73654], [-7.48995, -19.49304, 14.13995], [-7.26466, -17.31571, 15.21044], [-5.60699, -17.23223, 17.28989], [-4.71271, -17.21360, 17.66038], [-6.09838, -17.86892, 17.81814], [-7.98568, -15.74424, 17.47138], [-7.96318, -15.89261, 18.42373], [-8.86132, -15.38688, 17.28212], [-5.38168, -14.11600, 17.09630], [-5.29643, -13.23519, 16.70362], [-4.73175, -14.15200, 17.80652]], "e_above_lowest_kcal_mol": 40.59, "spin_multiplicity": 1, "charge": -4, "homo_lumo_gap_ev": 2.68, "largest_force_ev_per_a": 2.82, "homo_ev": 4.9978}

=====

{"formula": "H6O15S3Zn", "method": "ωB97M-V/def2-TZVPD", "elements": ["Zn", "S", "O", "O", "O", "O", "S", "O", "O", "O", "O", "S", "O", "O", "O", "O", "O", "H", "H", "O", "H", "H", "O", "H", "H"], "xyz": [[-0.23756, 0.24909, -0.26416], [1.35690, -2.51788, -1.20330], [0.89229, -1.07225, -1.16105], [2.56075, -2.59377, -2.06037], [1.60324, -3.04912, 0.13347], [0.26212, -3.30261, -1.87896], [2.13082, 2.57449, -0.39380], [2.83821, 1.99769, 0.73466], [1.91033, 4.04108, -0.14907], [2.88122, 2.38408, -1.65514], [0.73755, 1.97852, -0.52386], [-0.02830, -0.47659, 3.16317], [-0.14683, -0.14509, 1.69206], [-1.23601, 0.10728, 3.83178], [-0.01218, -1.94543, 3.33078], [1.21260, 0.10676, 3.69234], [-0.90296, 0.45493, -2.30831], [-1.53270, 1.04324, -2.73115], [-0.93219, -0.37510, -2.79954], [-2.05547, 1.60404, -0.02538], [-2.07641, 2.05660, 0.82535], [-2.96489, 1.55950, -0.32359], [-1.80489, -1.34364, -0.12462], [-1.74634, -1.93608, 0.63562], [-2.70932, -1.39975, -0.43692]], "e_above_lowest_kcal_mol": 31.09, "spin_multiplicity": 1, "charge": -4, "homo_lumo_gap_ev": 3.06, "largest_force_ev_per_a": 2.47, "homo_ev": 4.4678}

=====

{"formula": "H6O2S2", "method": "ωB97M-V/def2-TZVPD", "elements": ["S", "S", "H", "H", "H", "H", "O", "H", "H", "O"], "xyz": [[-3.16470, -0.86900, -0.84640], [-2.55264, 0.61161, -2.29126], [-4.41584, -0.76260, -1.47838], [-1.31340, 0.22340, -2.06496], [1.20203, 1.52370, 5.33245], [2.55901, 2.02877, 5.23675], [2.10107, 1.18821, 5.20730], [1.21793, -1.06215, -3.43018], [2.47252, -1.78647, -2.97008], [1.89403, -1.09547, -2.69524]], "e_above_lowest_kcal_mol": 17.26, "spin_multiplicity": 1, "homo_lumo_gap_ev": 8.69, "largest_force_ev_per_a": 2.49, "smiles": "SS.O.O", "homo_ev": -8.6976}

=====

{"formula": "H6O3", "method": "ωB97M-V/def2-TZVPD", "elements": ["O", "H", "H", "O", "H", "H", "O", "H", "H"], "xyz": [[-0.42567, -0.14530, 0.46828], [-0.33403, -0.58933, 1.31130], [0.42969, -0.24488, 0.05036], [1.41108, -0.27119, -0.24741], [2.22704, 0.22844, -0.27575], [1.69095, -1.18545, -0.20231], [-1.77595, 1.10445, -0.43682], [-1.05287, 0.80082, 0.11199], [-2.17023, 0.30243, -0.77964]], "e_above_lowest_kcal_mol": 107.59, "spin_multiplicity": 1, "homo_lumo_gap_ev": 8.85, "largest_force_ev_per_a": 12.01, "homo_ev": -8.9509}